Entry 1:
Entry from the Open Molecules 2025 dataset: a structure of composition C17H19N3NiO2 at a distorted geometry (wB97M-V/def2-TZVPD).

As for the spin multiplicity: 3. As for the HOMO-LUMO gap (alpha / beta): 6.616 / 6.527 eV. The HOMO energy (alpha / beta) comes out at -6.58 / -6.50 eV. For the lowest unoccupied orbital energy (alpha / beta), the calculation gives 0.001 / 0.001 Ha. The calculation puts the maximum force at 0.068 Eh/bohr.

Each line ends with the Mulliken charge.
Element x y z (Å)
Ni (0.25040, -0.93444, 0.01336)  0.4807
O (1.74243, 0.15435, 1.10946)  -0.5849
C (2.45620, -0.89500, 1.79938)  -0.5614
C (1.92447, -2.30507, 1.79519)  -0.5520
O (1.26016, -2.77181, 0.60477)  -0.7501
H (2.45286, -0.55622, 2.83538)  0.3727
H (3.53428, -0.81579, 1.65951)  0.4190
H (1.15841, -2.46336, 2.55428)  0.1857
H (2.67019, -3.06304, 2.03493)  0.3847
N (-1.22168, -0.86855, 1.60377)  0.4499
C (-2.12317, -1.85826, 1.90573)  -0.2550
C (-3.16657, -1.68815, 2.80993)  -0.5404
C (-3.17577, -0.59026, 3.63216)  -0.1618
C (-2.20738, 0.35759, 3.47355)  -0.7662
C (-1.19624, 0.14381, 2.55948)  -0.3193
H (-2.29225, -2.70167, 1.25266)  0.3627
H (-3.98228, -2.39338, 2.74940)  0.3651
H (-3.98242, -0.49126, 4.34344)  0.3702
H (-2.25707, 1.27925, 4.03433)  0.3850
H (-0.44447, 0.90269, 2.40031)  0.4463
N (-0.83624, 0.89440, -0.70169)  0.2111
C (-0.12823, 2.08440, -0.49496)  -0.1675
C (-0.70353, 3.35730, -0.59886)  -0.8760
C (-2.05827, 3.45495, -0.92418)  -0.0679
C (-2.84507, 2.29306, -1.13123)  -0.8937
C (-2.17981, 1.05439, -1.10668)  -0.1689
H (0.92662, 2.05778, -0.26481)  0.4278
H (-0.18758, 4.29100, -0.43037)  0.3961
H (-2.51120, 4.43009, -1.02604)  0.3709
H (-3.85423, 2.48399, -1.46520)  0.3836
H (-2.67213, 0.15075, -1.43448)  0.4355
N (1.43308, -0.65766, -1.82345)  0.2453
C (0.87344, -0.46666, -3.05493)  0.1146
C (1.56715, -0.18128, -4.22586)  -0.8072
C (2.92939, -0.19513, -4.19498)  -0.1488
C (3.59560, -0.58653, -3.06528)  -0.6815
C (2.82692, -0.70816, -1.90129)  -0.1672
H (-0.20440, -0.52844, -3.08387)  0.3205
H (1.08153, 0.06809, -5.15774)  0.3648
H (3.54268, -0.07764, -5.07616)  0.3541
H (4.66438, -0.73854, -3.03387)  0.3987
H (3.33980, -0.92159, -0.97511)  0.2250



Entry 2:
Entry from the Open Molecules 2025 dataset: a structure of composition C24H56N6O8Pt at a distorted geometry (wB97M-V/def2-TZVPD).

As for the spin multiplicity: 3. As for the relative energy (zero: lowest compared OMol25 entry of this formula, charge and spin): 0.0 kcal per mole. As for the HOMO-LUMO gap (alpha / beta): 8.381 / 6.849 eV. The HOMO energy (alpha / beta) comes out at -8.20 / -8.27 eV. For the lowest unoccupied orbital energy (alpha / beta), the calculation gives 0.007 / -0.052 Ha. The calculation puts the maximum force at 0.050 Eh/bohr.

Each line ends with the Mulliken charge.
Element x y z (Å)
Pt (-4.47992, 1.33898, -0.23353)  0.7718
C (-2.70457, 4.50215, -1.77857)  -0.7196
C (-3.56075, 3.49920, -2.55319)  0.5109
C (-2.65144, 2.65539, -3.44046)  -0.7632
O (-4.32946, 2.63196, -1.80149)  -0.5574
H (-3.37074, 5.10757, -1.16142)  0.3455
H (-2.10889, 5.08432, -2.48193)  0.3891
H (-1.98280, 4.04078, -1.10357)  -0.1662
H (-4.13302, 4.06074, -3.30585)  0.2629
H (-1.94693, 2.02771, -2.89032)  -0.0567
H (-2.00354, 3.24346, -4.10074)  0.4481
H (-3.21894, 2.02275, -4.12194)  0.2019
C (-0.66207, 0.68881, 1.86819)  -0.9253
C (-1.14946, 1.24381, 0.53071)  0.9465
C (-0.28053, 0.65382, -0.58420)  0.0273
O (-2.47720, 0.95008, 0.33019)  -0.7865
H (-0.79552, -0.39658, 1.87203)  0.0891
H (-1.05725, 1.12688, 2.78713)  0.3939
H (0.42060, 0.83299, 1.99315)  -0.0514
H (-0.93508, 2.32323, 0.59327)  -0.1471
H (-0.86868, 0.69824, -1.50085)  -0.7444
H (-0.09242, -0.41066, -0.40593)  0.6429
H (0.69651, 1.13259, -0.67652)  -0.1741
C (0.87835, 5.75827, -2.54447)  0.1595
O (1.42075, 6.10034, -3.56988)  -0.6022
N (1.30579, 4.75832, -1.73053)  0.2236
C (0.61384, 4.44801, -0.51089)  -0.9667
C (2.45631, 3.94506, -2.04173)  -0.9155
H (-0.03078, 6.20663, -2.10833)  0.3182
H (1.26367, 4.35506, 0.36433)  0.3582
H (0.13117, 3.46374, -0.51496)  -0.0820
H (-0.20443, 5.12919, -0.28655)  0.5212
H (2.92634, 4.23381, -2.97888)  0.3469
H (3.23469, 3.87997, -1.28196)  0.3109
H (2.08490, 2.93382, -2.25107)  0.2159
C (-1.02205, -2.37034, -3.83119)  0.3961
O (-0.48692, -3.37249, -4.25311)  -0.6189
N (-2.26584, -1.96196, -4.17802)  0.1750
C (-3.12570, -2.66984, -5.07177)  -0.9750
C (-2.75431, -0.67173, -3.75959)  -0.7067
H (-0.58865, -1.67179, -3.09650)  0.1216
H (-2.90476, -3.73641, -5.13018)  0.3436
H (-3.06678, -2.39849, -6.13600)  0.3281
H (-4.19434, -2.56737, -4.87846)  0.3515
H (-3.52415, -0.65814, -2.97387)  0.3278
H (-2.01656, -0.12716, -3.17104)  -0.2426
H (-3.18880, -0.08128, -4.56218)  0.4462
C (4.41908, -1.48012, 3.40551)  0.2439
O (3.58157, -1.99688, 4.11477)  -0.6027
N (4.51189, -0.13471, 3.26433)  0.1022
C (5.63156, 0.51939, 2.59472)  -0.9737
C (3.45072, 0.75970, 3.67014)  -0.9923
H (5.26172, -1.94315, 2.86528)  0.2771
H (5.09913, 1.10015, 1.83805)  0.3130
H (6.40025, -0.19867, 2.32112)  0.3341
H (6.18097, 1.23005, 3.21972)  0.3019
H (2.68796, 0.16024, 4.17024)  0.3423
H (3.68808, 1.58564, 4.33509)  0.3452
H (2.89904, 1.10228, 2.78759)  0.2690
C (0.47070, -3.27568, 3.22538)  0.3124
O (-0.27685, -2.32028, 3.36564)  -0.5201
N (0.19813, -4.39978, 2.52492)  0.2199
C (1.18348, -5.46697, 2.45621)  -0.9495
C (-1.08752, -4.66841, 1.95020)  -0.9625
H (1.53261, -3.21662, 3.51155)  0.0833
H (0.80574, -6.33493, 3.00359)  0.3350
H (2.18803, -5.22732, 2.79068)  0.2792
H (1.25100, -5.74171, 1.40008)  0.3457
H (-1.68042, -3.80714, 1.66156)  0.1169
H (-1.01920, -5.21785, 1.00321)  0.3752
H (-1.61101, -5.38862, 2.59043)  0.3610
C (-4.30843, -0.29437, 2.34603)  0.5164
O (-5.08501, 0.08419, 1.45484)  -0.8276
N (-4.05350, -1.57870, 2.56339)  0.2227
C (-3.30645, -2.01514, 3.73268)  -0.7023
C (-4.65610, -2.64129, 1.76324)  -1.0030
H (-3.65688, 0.29522, 3.00047)  0.2847
H (-2.55879, -2.74748, 3.43712)  0.0497
H (-3.95753, -2.45571, 4.48716)  0.3532
H (-2.66729, -1.22122, 4.11558)  0.3062
H (-3.88824, -3.19693, 1.23090)  0.2933
H (-5.19356, -3.29380, 2.45317)  0.3536
H (-5.37930, -2.18244, 1.09613)  0.3598
C (3.99429, 0.80912, -1.35122)  0.9292
O (4.84794, 1.27790, -2.07974)  -0.6406
N (4.16300, -0.28924, -0.58306)  0.2932
C (3.01104, -1.00571, -0.04770)  0.0702
C (5.40012, -1.04370, -0.52733)  -0.8022
H (2.98083, 1.23900, -1.29514)  -0.4096
H (2.06570, -0.59074, -0.39140)  -0.5278
H (2.97996, -0.96824, 1.04478)  -0.0194
H (3.06302, -2.05168, -0.35106)  0.4144
H (5.93132, -0.95019, 0.42013)  0.0942
H (5.14473, -2.09562, -0.65015)  0.3219
H (6.11284, -0.70526, -1.27616)  0.3406



Entry 3:
Entry from the Open Molecules 2025 dataset: a cluster of 2 separate species, C4H10N2O2 in total at a distorted geometry (wB97M-V/def2-TZVPD).

As for the structure (SMILES): C=C(C)O.NC(N)=O. As for the relative energy (zero: lowest compared OMol25 entry of this formula, charge and spin): 29.5 kcal per mole. As for the HOMO-LUMO gap: 9.761 eV. The HOMO energy comes out at -9.06 eV. For the lowest unoccupied orbital energy, the calculation gives 0.026 Ha. The calculation puts the maximum force at 0.027 Eh/bohr.

Each line ends with the Mulliken charge.
Element x y z (Å)
C (-0.69146, 0.37583, -1.98564)  -0.9509
C (0.55994, -0.01588, -1.71639)  0.7947
O (0.76953, -1.30230, -1.22530)  -0.5124
C (1.80542, 0.79057, -1.94034)  -1.0891
H (-0.89213, 1.37040, -2.39905)  0.2412
H (-1.56575, -0.27358, -1.82812)  0.2972
H (1.46968, -1.24549, -0.57869)  0.3214
H (1.60904, 1.73994, -2.47344)  0.3121
H (2.28402, 1.03645, -0.96796)  0.2963
H (2.56414, 0.23158, -2.55029)  0.2826
N (-1.60013, -1.35161, 2.04551)  -0.4456
C (-0.53870, -0.49731, 2.34979)  0.5893
N (-0.87155, 0.84245, 2.22017)  -0.5090
O (0.57567, -0.89265, 2.69006)  -0.6250
H (-1.44854, -2.28680, 2.40822)  0.2501
H (-2.52839, -1.01541, 2.23814)  0.2337
H (-0.08162, 1.44941, 2.30025)  0.2584
H (-1.41916, 1.04440, 1.41308)  0.2549



Entry 4:
Entry from the Open Molecules 2025 dataset: a cluster of 10 separate species, H20O10 in total (wB97M-V/def2-TZVPD).

As for the structure (SMILES): O.O.O.O.O.O.O.O.O.O. As for the relative energy (zero: lowest compared OMol25 entry of this formula, charge and spin): 47.6 kcal per mole. As for the HOMO-LUMO gap: 9.447 eV. The HOMO energy comes out at -10.01 eV. For the lowest unoccupied orbital energy, the calculation gives -0.021 Ha. The calculation puts the maximum force at 0.011 Eh/bohr.

Each line ends with the Mulliken charge.
Element x y z (Å)
O (-3.29066, 1.06536, 0.25360)  -0.7240
H (-4.11022, 1.51642, 0.01177)  0.2963
H (-3.07139, 0.51835, -0.51577)  0.3511
O (1.67397, -0.93398, -3.26358)  -0.6327
H (1.09053, -1.56712, -3.69594)  0.3150
H (1.19445, -0.66448, -2.45061)  0.3987
O (0.98693, -1.26021, 2.33979)  -0.6818
H (0.10659, -0.84849, 2.26047)  0.3691
H (1.56232, -0.55507, 2.65870)  0.3168
O (-1.69613, -0.47393, 2.07656)  -0.5817
H (-2.20327, 0.14158, 1.53337)  0.3127
H (-2.34997, -1.07738, 2.44858)  0.2692
O (-0.89221, 2.63910, -0.10161)  -0.6246
H (-1.84899, 2.46858, -0.07021)  0.3443
H (-0.81324, 3.58003, -0.30296)  0.2954
O (2.75887, -2.88226, -1.02977)  -0.6450
H (3.47075, -2.24386, -0.91093)  0.3017
H (2.51597, -2.79646, -1.96231)  0.3219
O (0.36354, 2.02841, 2.54693)  -0.6134
H (-0.15506, 1.93419, 3.35424)  0.3296
H (-0.28707, 2.05562, 1.83141)  0.3068
O (0.60795, 3.03816, -2.92108)  -0.6295
H (-0.21968, 2.99672, -3.41112)  0.3049
H (0.58091, 2.27651, -2.32572)  0.3149
O (0.56807, -0.19695, -0.75945)  -0.6643
H (-0.19859, 0.25909, -0.39534)  0.2564
H (0.84344, -0.82140, -0.06649)  0.3518
O (0.71746, -3.73254, 0.98475)  -0.6678
H (0.80658, -3.00472, 1.62842)  0.3682
H (1.28812, -3.45925, 0.25428)  0.3401



Entry 5:
Entry from the Open Molecules 2025 dataset: a cluster of 2 separate species, C3H11N3O in total at a distorted geometry (wB97M-V/def2-TZVPD).

As for the relative energy (zero: lowest compared OMol25 entry of this formula, charge and spin): 112.1 kcal per mole. As for the HOMO-LUMO gap (alpha / beta): 9.294 / 8.667 eV. The HOMO energy (alpha / beta) comes out at -9.43 / -9.15 eV. For the lowest unoccupied orbital energy (alpha / beta), the calculation gives -0.005 / -0.018 Ha. The calculation puts the maximum force at 0.033 Eh/bohr.

Each line ends with the Mulliken charge.
Element x y z (Å)
C (1.07269, -0.09094, 0.01226)  0.8803
C (-0.29357, -0.03196, 0.74485)  -0.7980
C (-2.37719, 0.76036, -0.62092)  -0.8930
N (-1.15704, -1.02768, 0.31389)  -0.6951
N (1.72681, 1.18976, 0.07932)  -0.6430
N (1.89303, -1.07551, 0.68248)  -0.7462
O (0.82265, -0.41484, -1.36753)  -0.6561
H (0.13420, -1.10104, -1.35497)  0.4086
H (-1.81110, -1.29641, 1.04599)  0.2570
H (2.73370, 1.09246, 0.05494)  0.2535
H (2.71493, -1.27189, 0.11945)  0.2664
H (1.43193, 1.76995, -0.69662)  0.2747
H (1.37043, -1.93874, 0.78297)  0.2539
H (-0.16430, 0.09712, 1.82484)  0.4702
H (-0.74222, 0.99311, 0.38574)  0.3842
H (-3.22796, 1.11171, -1.20011)  0.2453
H (-2.58374, 0.74257, 0.43237)  0.3592
H (-1.54324, 0.49197, -1.23894)  0.3780



Entry 6:
Entry from the Open Molecules 2025 dataset: a structure of composition C39H30AuF4N7O2 at a distorted geometry (wB97M-V/def2-TZVPD).

As for the spin multiplicity: 3. As for the relative energy (zero: lowest compared OMol25 entry of this formula, charge and spin): 130.2 kcal per mole. As for the HOMO-LUMO gap (alpha / beta): 3.041 / 4.478 eV. The HOMO energy (alpha / beta) comes out at -6.70 / -7.93 eV. For the lowest unoccupied orbital energy (alpha / beta), the calculation gives -0.135 / -0.127 Ha. The calculation puts the maximum force at 0.094 Eh/bohr.

Each line ends with the Mulliken charge.
Element x y z (Å)
Au (-0.21556, 1.21311, 0.55206)  0.9503
C (-1.82449, -1.07186, -4.93536)  -1.5484
C (-0.45979, -0.49248, -4.60117)  1.6848
C (0.21150, 0.07564, -5.79958)  -1.2752
C (1.01778, 1.13852, -5.74872)  -1.0271
C (1.30740, 1.82728, -4.50573)  -0.5807
C (0.79604, 1.41138, -3.33951)  -0.2317
C (1.20953, 2.01190, -2.03056)  -0.5236
C (-0.04420, 0.21176, -3.35381)  1.1084
N (-0.61900, -0.28011, -2.08029)  0.7891
C (-1.87520, -0.96186, -2.03730)  0.9261
O (-1.40478, -2.19010, -2.48202)  -0.3760
C (-2.74280, -0.93981, -0.86544)  -1.3946
C (-3.93330, -1.66333, -0.78361)  -0.7317
C (-4.62039, -1.65694, 0.41760)  -0.7664
C (-4.09712, -0.98098, 1.51432)  -0.7441
C (-2.89694, -0.30742, 1.34633)  0.2341
N (-2.26956, -0.26570, 0.18165)  0.7703
C (-2.16842, 0.22745, 2.56875)  0.0428
O (-2.63780, 0.00455, 3.66937)  -0.7139
N (-0.94791, 0.82552, 2.41529)  0.3733
C (0.06214, 0.62852, 3.39459)  -0.6370
C (0.49246, -0.67716, 3.67752)  1.6417
C (-0.12724, -1.87587, 3.01802)  -1.1431
C (1.50833, -0.84535, 4.60830)  -1.0340
C (2.09059, 0.24372, 5.23654)  -0.8726
C (1.65704, 1.52570, 4.94183)  -0.9681
C (0.64059, 1.73732, 4.02021)  0.8890
C (0.18267, 3.12869, 3.69971)  -1.0718
H (-2.14808, -0.64686, -5.88467)  0.5931
H (-2.58422, -0.84076, -4.19392)  0.2658
H (-1.76167, -2.15449, -5.03794)  0.3259
H (-0.02531, -0.39102, -6.74787)  0.5141
H (1.45956, 1.51775, -6.66096)  0.3957
H (1.97866, 2.67737, -4.52630)  0.4730
H (1.66673, 2.99013, -2.16864)  0.4917
H (1.91928, 1.36051, -1.51644)  0.3818
H (0.32816, 2.16725, -1.37798)  -0.8443
H (-4.29188, -2.21539, -1.64146)  0.6185
H (-5.55018, -2.20239, 0.51133)  0.4466
H (-4.56752, -0.99802, 2.48612)  0.6093
H (-0.30148, -1.70566, 1.95418)  -0.0316
H (-1.08659, -2.11629, 3.48174)  0.3168
H (0.52549, -2.74150, 3.11767)  0.4616
H (1.85170, -1.84737, 4.83436)  0.4181
H (2.88539, 0.09271, 5.95544)  0.4053
H (2.10817, 2.37799, 5.43542)  0.3938
H (0.64643, 3.84898, 4.37172)  0.4744
H (-0.90133, 3.21445, 3.79252)  0.3070
H (0.45105, 3.40212, 2.67458)  0.0243
F (2.14296, -3.39572, 0.76937)  -0.3230
C (1.86492, -4.16685, -0.29176)  -0.0564
C (2.21534, -5.48317, -0.24766)  0.1597
F (2.81860, -5.92826, 0.85208)  -0.3208
C (1.94977, -6.38230, -1.31310)  0.2045
C (1.29325, -5.78414, -2.41932)  0.0840
C (0.94762, -4.46443, -2.45095)  0.2662
F (0.34554, -3.99553, -3.55354)  -0.2919
C (1.20327, -3.57782, -1.38682)  0.3237
C (0.82347, -2.21297, -1.40722)  -0.1196
C (1.13790, -1.28414, -0.43176)  0.0306
N (1.28327, -0.36186, 0.27052)  -0.7962
C (-0.06093, -1.59868, -2.44723)  1.2980
N (0.54982, -1.16558, -3.71553)  -0.5832
F (1.00375, -6.52404, -3.48662)  -0.3319
C (2.30447, -7.74846, -1.27424)  0.7595
C (2.96450, -8.35339, -0.16926)  0.0681
N (3.48048, -8.90724, 0.69940)  -0.5092
C (2.03099, -8.65937, -2.33155)  -0.0690
N (1.83482, -9.45247, -3.14398)  -0.5412
C (-2.59694, 4.75661, -0.43940)  -1.7144
C (-1.35576, 3.85617, -0.43245)  1.2146
C (-0.10597, 4.67722, -0.12845)  -1.4810
C (-1.58953, 2.76995, 0.60508)  -1.2103
H (-2.46751, 5.57181, -1.15275)  0.4409
H (-2.75942, 5.19346, 0.54835)  0.3604
H (-3.49141, 4.19801, -0.71725)  0.3964
H (-1.27723, 3.41566, -1.43113)  0.0330
H (-0.23399, 5.20999, 0.81680)  0.4196
H (0.07864, 5.41715, -0.90854)  0.3966
H (0.78626, 4.05402, -0.03570)  0.2509
H (-2.54178, 2.26566, 0.45370)  0.5301
H (-1.55873, 3.18176, 1.60969)  0.3011



| no. | energy (eV) |
| --- | --- |
| 1 | -67542.45704 |
| 2 | -54358.43934 |
| 3 | -11385.62335 |
| 4 | -20800.54916 |
| 5 | -9803.13942 |
| 6 | -70006.98684 |